[1]
DFT (wB97M-V/def2-TZVPD) results for 2 unconnected molecules or ions with the total composition C20H39BrN4O4.

```
68
Properties=species:S:1:pos:R:3:forces:R:3
C 4.842698 -3.182709 1.218375 -0.278 -0.371 -2.046
C 4.806835 -3.495919 -0.264844 -0.242 1.016 2.697
C 3.801656 -2.611473 -1.266787 0.971 -2.513 0.273
N 2.723241 -2.046643 -0.369321 -2.387 2.669 -3.112
C 1.590265 -3.039847 -0.263004 0.418 -1.068 0.705
C 1.129708 -3.144521 1.316978 -3.299 -7.690 1.118
O 0.605454 -4.335531 1.719568 3.807 8.795 -2.594
Br 1.359388 -1.625924 2.649241 -0.192 -1.423 -1.634
C 2.268834 -0.665300 -0.788393 1.087 1.431 0.168
N 0.869404 -0.255106 -1.188027 3.262 -1.255 0.525
C 0.691887 -0.126672 -2.683841 -1.618 0.754 -1.722
C -0.950966 -0.107252 -2.994591 0.874 -0.380 -0.083
C -1.778517 -1.119834 -2.005487 -0.616 0.137 -0.410
C -3.421487 -1.103611 -2.312132 0.753 -0.134 1.537
C -4.001799 0.396492 -1.991064 -0.580 -0.165 0.194
N -3.969933 0.695985 -0.477656 0.692 1.398 -0.876
N 3.258480 0.326020 -0.756392 -1.668 -1.833 0.383
C 3.042102 1.773677 -1.132853 0.602 1.611 -0.902
C 4.051684 2.811043 -0.312209 -0.510 0.729 -0.365
C 3.089628 3.869314 0.552593 -0.095 -0.788 -0.289
C 2.385998 3.024113 1.771681 -0.436 0.415 0.702
C 0.746828 3.198646 1.864555 -0.310 -0.767 -0.165
O 0.295922 3.743904 3.186743 -1.812 -2.956 -0.341
C -0.732481 2.782636 3.703391 -6.111 0.757 -0.537
C -0.149701 1.479501 4.550447 0.696 0.527 -0.233
O -2.067437 2.975946 3.514659 9.575 -1.073 1.197
H 3.951974 -3.453826 1.953802 1.292 1.986 -1.947
H 5.780051 -2.662569 1.723104 -1.344 -2.664 -0.903
H 5.478690 -4.383316 -0.625799 -0.409 2.786 0.031
H 4.465218 -1.798462 -1.783448 -1.288 -1.458 1.221
H 3.338677 -3.293204 -2.127769 0.859 1.567 1.718
H 2.059194 -4.105026 -0.529369 -1.109 2.321 0.958
H 0.711174 -2.883088 -1.018480 1.377 0.088 1.814
H 0.514468 0.570386 -0.658265 0.642 -0.919 -0.620
H 1.144709 -0.999315 -3.318251 -0.541 1.459 1.744
H 1.086020 0.907295 -3.129408 -0.384 -2.244 1.069
H -1.042778 -0.471772 -4.124995 -0.020 0.897 2.448
H -1.264134 1.017772 -2.933536 0.266 -2.222 -0.040
H -1.688116 -0.842647 -0.848116 0.048 -0.555 -2.616
H -1.331281 -2.206151 -2.186991 -0.962 2.150 0.499
H -3.880957 -1.829784 -1.484464 0.479 1.696 -1.906
H -3.694332 -1.527003 -3.369080 0.588 1.092 1.932
H -5.133157 0.402099 -2.294735 2.264 -0.005 0.462
H -3.408057 1.276298 -2.492963 -1.193 -1.852 0.232
H -4.675022 1.462111 -0.284279 0.961 -1.345 -0.333
H -3.042391 1.164060 -0.247316 -1.470 -0.769 -0.430
H 4.238505 0.059383 -0.446001 -1.828 0.361 -0.393
H 1.957092 2.175924 -0.959307 1.984 -1.339 -0.206
H 3.261065 1.874700 -2.288663 -0.468 -0.229 2.323
H 4.671911 3.458805 -1.096365 -1.244 -1.669 1.698
H 4.785686 2.200789 0.380605 -1.475 1.367 -1.302
H 3.700922 4.817767 0.923726 -1.312 -2.221 -0.723
H 2.221139 4.255989 -0.159947 1.978 -0.725 1.331
H 2.583617 1.855199 1.674123 -0.173 2.539 0.205
H 2.818535 3.418438 2.798499 -0.881 -1.040 -2.060
H 0.244895 2.127595 1.786654 1.078 2.101 -0.226
H 0.289120 3.891629 1.034161 1.018 -1.317 1.561
H -0.528726 1.525451 5.679638 0.816 0.047 -2.657
H 1.041794 1.516765 4.501685 -2.655 0.040 0.284
H -0.477940 0.455442 4.081057 0.276 2.229 0.802
C -6.554959 -1.174845 1.258042 -0.378 0.505 0.850
C -7.122295 -1.387468 -0.156666 0.851 0.043 1.477
O -6.199709 -2.035686 -0.848936 0.414 -0.552 -1.618
H -5.635922 -0.575321 1.245521 -0.118 -0.208 -0.222
H -7.286141 -0.638660 1.874129 -0.116 0.121 0.280
H -6.339076 -2.126112 1.760533 -0.023 0.033 -0.273
H -7.426964 -0.385889 -0.498440 0.066 0.711 -0.537
H -8.100191 -1.870688 -0.005322 -0.447 -0.629 -0.116
```
Forces are in eV/Å.

Properties
Net charge ... 0
2S+1 ... 1


[2]
DFT (wB97M-V/def2-TZVPD) results for a molecular structure, C20H39BrNO4Zn.

```
66
Properties=species:S:1:pos:R:3:forces:R:3
C 1.531493 -3.106704 3.001564 0.361 0.126 1.092
C 2.978602 -2.985656 2.342179 -0.350 -0.081 -0.165
C 3.005180 -3.043044 0.748642 0.304 -1.919 0.992
O 2.032133 -2.209273 0.082685 1.446 1.116 0.718
C 2.288130 -0.813350 0.252030 -1.359 1.298 -0.399
C 3.331063 -0.214986 -0.847202 0.381 -2.163 -0.202
N 2.865926 1.031292 -1.471574 0.770 -1.045 1.998
C 2.616436 2.145260 -0.537136 0.119 1.705 -1.748
C 1.264203 2.879762 -1.025255 -0.898 0.145 1.101
C -0.071638 2.052196 -0.740536 -0.323 1.042 0.698
C -0.342783 1.787710 0.822959 -1.005 0.018 -0.102
C -1.736204 0.969524 0.901418 -0.601 0.387 0.337
C -2.963603 1.904633 1.369745 -0.593 -0.402 0.277
C -4.392878 1.196013 1.190642 -0.564 -0.028 -0.365
C -4.703809 0.735038 -0.313946 0.271 -0.713 0.313
C -6.267621 0.574228 -0.639968 1.342 -0.244 0.044
C -6.842923 -0.724679 0.126976 0.436 1.302 0.061
O -8.228888 -0.461543 0.439732 0.151 -1.641 -1.075
C -9.093721 -1.290636 -0.379464 -0.300 -0.596 0.184
C 3.291815 -1.295206 -2.047495 -1.233 -0.494 -1.741
O 4.242274 -2.022904 -2.380169 -2.542 1.534 0.826
O 2.099077 -1.335119 -2.764354 3.866 0.859 2.230
C 4.847385 -0.200713 -0.337236 1.309 0.777 -1.291
Br 5.129908 0.722283 1.402100 -0.402 -0.496 -0.566
C 5.852441 0.524428 -1.394012 1.157 -0.919 0.278
C 7.163096 -0.421660 -1.560519 -1.004 -0.474 -0.044
H 1.657870 -2.817116 4.109221 -0.219 -0.429 -1.592
H 1.123308 -4.179540 3.032181 0.540 1.663 -0.461
H 0.774647 -2.365407 2.582117 0.970 -1.163 0.284
H 3.456736 -2.016857 2.695912 -0.448 -1.205 -0.343
H 3.619101 -3.867644 2.708449 -0.800 1.432 -0.548
H 4.078078 -2.879041 0.410102 -1.339 0.076 0.135
H 2.748286 -4.124663 0.455550 0.218 1.730 0.212
H 1.295475 -0.280883 0.015091 1.382 -0.969 0.266
H 2.549239 -0.501813 1.316742 0.046 -0.637 -1.364
H 3.411567 1.297333 -2.298260 -0.279 -0.192 0.408
H 2.623611 1.884924 0.564132 -0.359 -0.171 -1.477
H 3.461209 2.913057 -0.702115 -1.162 -1.013 0.334
H 1.319237 3.026956 -2.187519 1.215 -0.179 2.203
H 1.194614 3.946722 -0.601117 0.062 -1.631 -0.461
H -0.952514 2.707330 -1.094945 1.174 -0.953 0.482
H -0.156993 1.081000 -1.327856 0.498 1.102 0.757
H 0.515590 1.258864 1.351019 -1.115 0.505 -0.850
H -0.522728 2.761214 1.408919 0.503 -1.211 -1.105
H -2.008513 0.571953 -0.143002 0.548 0.336 1.626
H -1.684334 0.104261 1.652596 0.052 1.123 -1.259
H -3.002957 2.890926 0.800328 0.256 -1.213 0.528
H -2.876394 2.169590 2.479934 0.157 -0.326 -1.503
H -5.239288 1.915695 1.491930 1.410 -0.880 -0.266
H -4.503425 0.277965 1.871411 0.359 1.386 -0.855
H -4.220042 -0.297435 -0.442731 -0.571 1.355 -0.046
H -4.182828 1.425652 -1.052916 -0.750 -0.655 0.841
H -6.789589 1.536840 -0.327625 0.395 -1.450 -0.292
H -6.355276 0.455935 -1.780821 -0.131 0.131 1.716
H -6.676249 -1.646734 -0.523155 -0.418 1.120 0.823
H -6.310352 -0.905558 1.129393 -0.629 0.412 -1.488
H -10.134894 -1.330375 0.096197 1.518 0.366 -0.793
H -9.123503 -0.910224 -1.453074 -0.135 -0.424 1.310
H -8.701885 -2.366264 -0.386607 -0.531 1.359 -0.045
H 5.290881 -1.252037 -0.203252 -1.342 1.397 -0.133
H 6.221270 1.534591 -0.991329 -0.926 -1.373 -0.803
H 5.407451 0.601878 -2.437921 0.327 0.057 1.359
H 7.793968 -0.393522 -0.618319 -0.561 0.171 -1.317
H 7.725892 -0.165422 -2.512921 -0.467 -0.109 1.467
H 6.810701 -1.508315 -1.686326 0.475 1.588 0.096
Zn 0.467934 3.049268 -3.641218 -0.661 -0.222 -1.296
```
Forces are in eV/Å.

Properties
Net charge ... +1
2S+1 ... 1


[3]
DFT (wB97M-V/def2-TZVPD) results for 3 unconnected molecules or ions with the total composition C20H39IO9.

```
69
Properties=species:S:1:pos:R:3:forces:R:3
C 4.404543 -0.467519 -1.387093 0.508 -0.740 -0.474
O 4.740040 0.932885 -1.566439 -1.639 -0.432 1.502
C 3.653555 1.729823 -1.049095 -0.868 1.231 -0.412
C 2.343006 1.706799 -1.977382 -0.672 -0.129 1.095
C 1.334651 2.847826 -1.426541 0.489 0.426 -0.874
C 0.342673 3.394728 -2.589899 0.426 -0.494 0.126
C -1.103855 2.707956 -2.488454 -0.387 -0.423 -0.059
C -2.323908 3.730224 -2.401667 0.974 4.286 -1.225
O -2.162748 4.894801 -2.859076 -0.688 -4.445 1.921
O -3.585254 3.461801 -1.802305 1.486 -1.518 -1.549
C -4.106036 2.144682 -2.220574 -0.141 0.555 2.239
I -4.201889 2.166626 -4.399961 -0.235 -0.359 0.566
C -5.520883 1.994573 -1.495284 -0.107 0.544 -1.009
C -6.259827 0.584804 -1.717429 0.293 -0.411 1.146
C -6.841963 0.108472 -0.267646 -0.608 0.112 -0.430
C -5.319923 -0.601460 -2.256394 -1.289 -0.610 0.125
H 3.956754 -0.845384 -2.371910 0.588 0.242 1.463
H 3.673403 -0.669050 -0.531601 0.894 0.507 -1.104
H 5.373314 -1.030957 -1.141344 -1.379 0.780 -0.532
H 3.984887 2.833352 -0.977793 -0.153 -1.790 -0.302
H 3.334676 1.445683 0.021707 0.638 0.094 -1.467
H 1.790660 0.704539 -1.868657 0.927 1.264 -0.235
H 2.577717 1.833391 -3.084451 -0.085 0.082 1.517
H 0.739256 2.463634 -0.531673 0.836 0.536 -1.156
H 1.979957 3.735674 -1.076035 -1.010 -1.314 -0.413
H 0.328849 4.531573 -2.577025 -0.382 -1.566 0.016
H 0.796455 3.072584 -3.591104 -0.644 0.623 1.377
H -1.276562 2.083170 -3.444548 0.112 0.890 1.607
H -1.078843 1.997880 -1.590512 -0.362 0.909 -1.261
H -3.370270 1.379479 -1.808973 -0.990 0.710 -1.127
H -5.363927 2.219775 -0.384523 0.023 -0.452 -1.547
H -6.201530 2.834312 -1.900864 1.128 -1.226 0.665
H -7.130948 0.710753 -2.455816 1.373 -0.112 1.153
H -6.201688 -0.744196 0.168097 -0.922 1.509 -0.526
H -6.924773 0.990432 0.469263 0.228 -1.430 -1.080
H -7.909616 -0.291824 -0.410848 1.576 0.434 0.266
H -5.764667 -1.582608 -1.835690 0.731 1.472 -0.731
H -5.441464 -0.666332 -3.386223 0.742 0.092 1.446
H -4.242790 -0.569479 -1.891500 -1.392 0.118 -0.674
C -4.127302 -5.823116 2.927417 -0.316 -0.037 0.008
C -3.462959 -4.481011 3.169764 0.280 -0.561 0.132
O -4.311067 -3.399759 2.762042 -0.221 0.364 0.174
C -5.331433 -3.119216 3.586609 -0.033 -0.214 -0.092
O -5.584942 -3.684279 4.622887 0.134 0.309 -0.365
O -6.042745 -2.116182 3.045542 0.343 -0.224 0.098
C -7.223196 -1.787630 3.775233 -0.429 0.202 0.185
H -4.441121 -5.912589 1.884116 0.176 0.005 0.024
H -3.442495 -6.640132 3.163536 0.003 0.080 -0.040
H -5.023269 -5.940328 3.539916 0.148 0.042 0.060
H -2.556115 -4.412046 2.564145 -0.225 0.272 -0.052
H -3.162648 -4.359871 4.214333 -0.230 0.051 -0.067
H -6.997277 -1.576377 4.822286 0.002 -0.186 -0.106
H -7.948450 -2.600348 3.694242 0.109 0.032 0.160
H -7.656481 -0.891602 3.329304 0.260 -0.117 -0.156
C 7.040541 1.269655 1.127100 0.204 0.032 -0.264
C 7.356606 0.101817 2.042399 -0.359 0.547 0.187
O 8.191685 -0.861447 1.386937 0.421 -0.189 0.034
C 9.483419 -0.522137 1.263404 -0.154 0.141 -0.134
O 9.991365 0.500559 1.655760 -0.144 -0.463 -0.077
O 10.113157 -1.507018 0.601248 -0.263 0.195 0.267
C 11.480041 -1.223660 0.310721 0.466 -0.008 -0.129
H 6.606788 0.915236 0.188442 -0.123 0.029 0.135
H 6.338239 1.955538 1.605775 0.002 -0.083 -0.003
H 7.941804 1.828994 0.868884 -0.040 -0.031 0.166
H 6.429286 -0.414429 2.302886 0.244 -0.225 -0.138
H 7.814806 0.432547 2.978836 0.144 -0.052 -0.189
H 12.030434 -0.955535 1.214739 -0.142 0.111 -0.109
H 11.545167 -0.424289 -0.430800 0.033 0.026 0.190
H 11.927131 -2.124767 -0.110445 -0.309 -0.012 0.059
```
Forces are in eV/Å.

Properties
Net charge ... 0
2S+1 ... 1
SMILES ... COCCCCCC(=O)O[C@H](I)CC(C)C.CCOC(=O)OC.CCOC(=O)OC


Number 1: LUMO level -0.0911 hartree, molecular weight 479.46 Da. Number 2: LUMO level -0.3218 hartree, molecular weight 502.83 Da. Number 3: LUMO level 0.0077 hartree, molecular weight 550.43 Da.